2 unconnected molecules or ions with the total composition C2H4NP, computed with ωB97M-V with the def2-TZVPD basis set.

The spin multiplicity is 3. The total charge is 0. For the orbital gap (alpha / beta), the calculation gives 10.23 / 10.12 eV.

The geometry in XYZ format:
```
8
C2H4NP | OMol25 | ωB97M-V with the def2-TZVPD basis set
C -1.073 0.488 0.675
C -0.008 -0.431 0.969
N -1.941 1.199 0.453
P 1.657 0.818 -2.554
H 0.141 -0.494 2.046
H 0.909 -0.086 0.492
H -0.267 -1.420 0.593
H 0.582 -0.074 -2.674
```